40
Properties=species:S:1:pos:R:3:forces:R:3:nbo_charge:R:1 method="wB97M-V/def2-TZVPD" homo_lumo_gap_ha=0.3170 total_charge=0 energy_ev=-30294.5020 smiles="CC1=CCN(C)[C@@H]2C[C@H]3Sc4ccccc4[C@H]3[C@]12C" homo_energy_ev=-7.85
S -3.888123 -0.260986 -1.594290 -0.099 -0.064 1.061 0.267
C 1.161071 0.044116 1.987047 -0.362 -0.440 -3.144 -0.200
C 0.876127 -0.236430 0.656770 0.432 0.402 2.937 0.052
C -1.805932 -1.985037 -4.553929 0.229 0.227 -0.614 -0.199
C -0.594809 -2.242878 -3.918013 -0.879 0.106 -0.184 -0.219
C -2.788478 -1.293193 -3.894084 -1.253 0.327 -0.319 -0.226
C -0.437457 -1.860195 -2.604598 0.035 -0.220 0.228 -0.227
C -2.631658 -0.929080 -2.559969 0.358 -0.378 -0.572 -0.205
C -1.449299 -1.202880 -1.901506 1.069 -0.602 0.170 0.041
N -1.077255 0.743110 2.407641 -0.319 -1.204 -0.002 -0.466
C 1.797194 -1.266451 0.007750 -0.396 0.298 -0.207 -0.647
C -2.078641 1.018886 3.439325 0.621 0.489 -0.309 -0.398
C 0.282599 0.789105 2.917650 -0.644 -0.222 -0.261 -0.251
C 0.016640 1.248078 -1.238860 0.093 -1.122 0.724 -0.617
C -2.633830 1.104915 0.439534 0.240 0.928 0.171 -0.433
C -2.795387 -0.314443 -0.089556 0.004 1.128 -0.455 -0.300
C -1.370755 -0.841406 -0.429995 -0.886 -0.020 -0.218 -0.271
C -1.205076 1.193801 0.991062 -0.459 -0.225 1.244 -0.022
C -0.414975 0.311212 -0.016747 1.964 0.598 -0.053 -0.056
H 2.058741 -0.390543 2.393774 0.284 -0.003 0.110 0.197
H -1.992817 -2.282060 -5.589179 0.229 0.030 0.336 0.215
H 0.158578 -2.764200 -4.458964 0.609 -0.345 -0.120 0.211
H -3.733222 -1.056742 -4.417640 0.568 -0.207 0.404 0.216
H 0.461709 -2.174199 -2.102692 0.176 0.186 0.184 0.213
H 2.783454 -1.338192 0.503878 -0.589 0.207 -0.174 0.224
H 1.949599 -1.072312 -1.057378 0.113 -0.008 0.106 0.209
H 1.311760 -2.245949 0.099855 0.142 0.004 -0.158 0.212
H -1.800938 0.527840 4.392332 0.067 0.075 -0.629 0.203
H -3.053656 0.629118 3.167033 -0.162 0.121 -0.108 0.198
H -2.137298 2.098783 3.666541 -0.304 -0.080 -0.012 0.164
H 0.598903 1.828715 3.054039 0.322 0.272 0.125 0.172
H 0.353032 0.289966 3.905831 -0.281 0.315 -0.435 0.206
H 0.556883 0.645666 -1.971371 0.062 0.019 0.048 0.217
H -0.839609 1.643649 -1.776448 -0.215 0.202 0.123 0.216
H 0.691578 2.051912 -0.908340 -0.394 -0.236 0.047 0.220
H -3.417361 1.346077 1.157794 0.131 0.046 0.144 0.223
H -2.724780 1.891781 -0.336826 0.037 -0.702 0.129 0.226
H -3.226385 -0.893098 0.692542 -0.611 -0.703 0.319 0.225
H -1.155997 -1.724895 0.211966 -0.094 0.461 -0.558 0.237
H -0.846896 2.221347 0.924643 0.162 0.341 -0.081 0.176



52
Properties=species:S:1:pos:R:3:forces:R:3:nbo_charge:R:1 method="wB97M-V/def2-TZVPD" homo_lumo_gap_ha=0.2712 total_charge=0 energy_ev=-42675.2239 smiles="O=C1C=C(O)C(=O)C=C1O.O=C1C=C(O)C(=O)C=C1O.CCOB(O)[C@@H](N)COC" homo_energy_ev=-8.97
C -0.901518 -3.012293 1.918300 0.107 -0.617 0.541 -0.665
C -0.604109 -2.829317 3.405186 -0.324 -0.180 0.174 -0.055
O -0.511793 -1.466786 3.813019 0.045 -0.057 -0.423 -0.732
B 0.305543 -0.662947 3.051218 0.066 0.058 0.168 1.163
O -0.257944 0.468686 2.522557 -0.196 0.400 0.833 -0.893
C 1.851411 -0.888830 2.785891 0.167 -0.638 -0.246 -0.451
N 2.493740 -1.744156 3.806917 0.006 0.164 0.091 -0.831
C 2.148464 -1.310363 1.334384 -0.333 0.850 -0.072 -0.055
O 2.956198 -0.333748 0.678588 0.415 -0.366 -0.092 -0.559
C 4.026597 -0.917351 -0.054310 -0.279 0.360 0.342 -0.249
H -1.509967 -2.219412 1.508930 0.119 0.250 -0.039 0.237
H -1.466125 -3.933964 1.808283 -0.077 -0.225 -0.088 0.217
H 0.023554 -3.160581 1.373822 0.059 0.287 -0.393 0.202
H -1.423465 -3.255632 3.971662 -0.135 0.028 0.255 0.182
H 0.289766 -3.387159 3.680715 0.213 0.081 0.094 0.172
H -1.060842 0.638404 3.050813 0.097 -0.074 -0.676 0.494
H 2.307961 0.091893 2.862656 -0.048 0.330 0.060 0.243
H 3.373815 -1.336343 4.092298 0.045 -0.106 0.001 0.360
H 2.696155 -2.669261 3.452414 -0.039 -0.036 -0.002 0.347
H 2.629190 -2.285883 1.308656 0.079 -0.209 0.050 0.167
H 1.219812 -1.359037 0.767772 -0.136 -0.210 -0.208 0.177
H 4.444510 -0.150628 -0.696114 0.088 0.119 -0.114 0.196
H 4.793857 -1.261349 0.637609 0.199 -0.183 -0.001 0.168
H 3.681252 -1.744503 -0.668399 -0.043 -0.183 -0.167 0.167
C -3.971474 -1.356814 -0.497741 -0.223 -0.106 -0.091 -0.382
C -3.105364 -0.338622 -0.406635 0.082 -0.334 0.168 0.323
C -3.360962 0.978507 -1.086663 -0.431 0.242 -0.330 0.480
O -2.547562 1.871145 -0.945632 0.232 -0.114 0.177 -0.553
C -4.573410 1.122934 -1.878292 0.221 0.104 0.080 -0.377
C -5.433363 0.101728 -1.970712 -0.104 0.310 -0.194 0.314
C -5.192097 -1.205149 -1.273880 0.392 -0.250 0.332 0.473
O -6.030611 -2.077762 -1.393896 -0.163 0.066 -0.140 -0.535
O -6.556371 0.162596 -2.675225 -0.016 -0.200 0.081 -0.623
O -1.979688 -0.426692 0.292521 -0.096 0.522 -0.356 -0.637
H -3.802545 -2.307198 -0.011543 0.023 0.007 0.018 0.241
H -4.739938 2.068917 -2.373452 -0.017 -0.003 -0.005 0.245
H -6.989896 -0.707211 -2.567908 0.003 0.024 -0.001 0.508
H -1.517038 0.433081 0.209597 0.092 -0.047 0.171 0.526
C 1.399870 3.521734 -3.562011 0.248 -0.018 -0.150 -0.423
C 0.664208 3.300691 -2.463441 -0.193 0.192 -0.297 0.393
C 1.248524 2.661652 -1.233620 0.477 -0.224 0.138 0.458
O 0.525177 2.508434 -0.269756 -0.203 0.061 -0.057 -0.528
C 2.647520 2.255319 -1.267414 -0.128 0.007 0.206 -0.385
C 3.374185 2.470816 -2.368322 0.124 -0.137 0.257 0.309
C 2.800449 3.132041 -3.585648 -0.506 0.195 -0.175 0.473
O 3.536632 3.306481 -4.539861 0.210 -0.087 0.030 -0.547
O 4.655005 2.118023 -2.472298 -0.025 0.077 -0.175 -0.639
O -0.617240 3.626946 -2.380101 0.120 -0.071 0.293 -0.646
H 0.991924 3.982915 -4.450014 -0.029 0.014 0.012 0.240
H 3.051330 1.776294 -0.386332 -0.060 -0.007 0.015 0.261
H 4.935114 2.393407 -3.367294 -0.007 0.007 0.016 0.507
H -0.918437 3.356348 -1.487294 -0.120 -0.071 -0.114 0.520



53
Properties=species:S:1:pos:R:3:forces:R:3:nbo_charge:R:1 method="wB97M-V/def2-TZVPD" homo_lumo_gap_ha=0.2137 total_charge=-1 energy_ev=-94805.1215 homo_energy_ev=-3.98
Cd 3.719796 -3.043570 -1.680266 -0.715 0.119 -0.632 1.483
O 6.093996 -3.859170 1.058934 0.350 -0.924 0.399 -0.831
Cl 5.607596 -2.693470 0.432434 1.351 0.313 1.780 2.583
O 6.169896 -1.530270 1.009234 0.357 0.798 0.304 -0.840
O 4.174296 -2.640070 0.575834 -1.556 0.076 -0.110 -0.926
O 5.916196 -2.729970 -0.969566 0.069 -0.024 -1.557 -0.907
S 2.073596 -5.766370 -4.906666 -0.159 -0.290 -0.307 -0.186
C 2.630696 -4.748370 -3.742166 -0.160 0.110 0.014 -0.527
S 3.641796 -3.389370 -4.126766 0.373 0.263 -0.413 -0.433
S 2.198696 -4.960070 -2.066366 -0.135 -0.210 0.408 -0.442
C -2.084904 -0.995870 -0.034866 -0.046 0.206 -0.121 -0.606
C -2.167504 0.073730 -1.127966 0.041 -0.070 -0.157 -0.074
C -3.652404 0.360930 -1.407866 0.298 -0.061 0.128 -0.610
C -1.574704 -0.543470 -2.405566 -0.002 0.081 0.084 -0.606
C -1.407704 1.396830 -0.754566 -0.051 -0.097 0.379 0.290
O -1.128804 2.142330 -1.928566 0.025 0.176 -0.133 -0.714
C -2.212604 2.375730 0.148534 0.133 -0.210 -0.010 -0.419
C -2.616304 2.007130 1.581134 -0.059 0.080 -0.244 -0.425
C -1.490704 1.829930 2.561834 -0.145 -0.025 0.187 -0.038
C -0.571604 2.849630 2.790434 -0.068 -0.130 0.034 -0.154
C 0.433196 2.708030 3.728934 0.021 -0.035 0.053 -0.239
C 0.516296 1.534330 4.463134 -0.150 -0.034 -0.153 -0.049
Cl 1.745896 1.363830 5.662834 0.197 -0.029 0.159 0.011
C -0.384604 0.503230 4.253434 0.146 0.069 0.080 -0.212
C -1.381504 0.661930 3.307034 0.008 0.088 -0.035 -0.216
C -0.029104 1.181930 -0.078566 -0.447 0.428 -0.193 -0.243
N 0.962096 0.494130 -0.859566 0.413 -0.870 0.107 -0.179
C 1.552896 -0.689070 -0.619266 0.124 0.114 -0.135 0.195
N 2.458496 -0.928570 -1.545066 0.119 -0.418 0.334 -0.568
C 2.394296 0.160030 -2.346066 -0.178 -0.140 0.192 0.153
N 1.507496 1.035330 -1.950166 0.054 0.855 -0.632 -0.262
H -2.679204 -1.853870 -0.343666 -0.016 -0.109 0.017 0.221
H -2.471704 -0.645570 0.915634 -0.039 -0.002 0.175 0.195
H -1.064804 -1.339370 0.107234 0.097 -0.095 0.048 0.210
H -4.124904 -0.547170 -1.771866 -0.052 -0.106 -0.090 0.219
H -3.784204 1.125130 -2.171266 -0.074 0.134 -0.118 0.195
H -4.184204 0.667030 -0.512766 -0.123 0.110 0.139 0.202
H -2.190504 -1.385170 -2.716166 -0.051 -0.102 -0.002 0.210
H -0.571004 -0.921870 -2.239166 0.114 -0.030 -0.082 0.222
H -1.535904 0.170630 -3.224466 0.026 -0.029 -0.055 0.216
H -1.933204 2.199830 -2.455066 -0.005 0.018 0.017 0.464
H -3.123004 2.631730 -0.397666 0.055 0.063 -0.010 0.213
H -1.610904 3.286030 0.182334 -0.011 0.047 -0.057 0.213
H -3.243504 1.117730 1.584034 -0.080 -0.011 0.054 0.207
H -3.241604 2.833030 1.934034 -0.069 -0.062 0.043 0.221
H -0.644304 3.771830 2.233234 0.003 0.117 -0.077 0.205
H 1.143596 3.503430 3.897534 0.052 0.023 0.044 0.228
H -0.311304 -0.409970 4.825134 0.045 -0.022 0.052 0.230
H -2.088704 -0.142070 3.158334 -0.074 -0.046 -0.047 0.215
H -0.147704 0.641130 0.857634 0.086 0.066 -0.047 0.236
H 0.374596 2.178730 0.123734 -0.062 -0.145 0.118 0.227
H 1.337296 -1.334070 0.210634 -0.113 -0.048 0.183 0.224
H 3.000396 0.291530 -3.221266 0.083 0.016 -0.113 0.216



44
Properties=species:S:1:pos:R:3:forces:R:3:nbo_charge:R:1 method="wB97M-V/def2-TZVPD" homo_lumo_gap_ha=0.3524 total_charge=0 energy_ev=-38142.5471 smiles="C[C@@H]1C[C@H](C)CN(C(=O)COC(=O)Cc2ccc(Cl)cc2)C1" homo_energy_ev=-8.88
C 3.547052 0.564595 -2.684963 -0.233 -0.037 0.217 -0.602
H 4.608701 0.629167 -2.455431 0.159 0.017 -0.006 0.202
H 3.279887 1.411084 -3.312204 0.021 0.081 -0.108 0.216
C 2.721745 0.573997 -1.403289 0.420 -0.009 -0.058 -0.230
C 2.934216 1.864785 -0.608625 -0.494 -0.225 0.019 -0.395
C 2.148489 1.842457 0.705038 0.354 0.103 0.123 -0.226
C 2.406849 3.099758 1.527198 -0.147 -0.255 -0.137 -0.601
H 1.833997 3.074740 2.450633 -0.044 0.066 0.142 0.213
H 2.117628 3.985248 0.966681 -0.004 0.135 -0.021 0.212
H 3.462513 3.181673 1.778629 0.139 0.044 0.047 0.200
C 2.528049 0.588775 1.501469 -0.349 0.235 0.174 -0.221
N 2.292699 -0.595119 0.695559 0.309 0.119 0.249 -0.433
C 1.158491 -1.291293 0.900031 0.024 -0.452 -0.165 0.673
O 0.440458 -1.127569 1.865823 -0.195 0.057 0.178 -0.631
C 0.801018 -2.369719 -0.142138 -0.111 0.318 0.002 -0.178
H 0.843420 -1.957812 -1.155250 0.108 -0.103 0.132 0.209
H 1.447034 -3.243455 -0.045558 -0.027 0.097 -0.047 0.218
O -0.515249 -2.814383 0.129886 0.118 -0.314 0.036 -0.495
C -1.454698 -1.865436 -0.016713 -0.248 -0.041 -0.123 0.824
O -1.247476 -0.806575 -0.544286 0.050 -0.009 -0.015 -0.599
C -2.778431 -2.341397 0.545957 0.126 0.229 -0.057 -0.524
C -3.858225 -1.320604 0.345176 -0.055 -0.044 -0.017 -0.013
C -4.933836 -1.561883 -0.497540 0.122 0.022 0.127 -0.196
C -5.912405 -0.602540 -0.691187 -0.072 0.148 0.007 -0.228
C -5.804781 0.613957 -0.039425 0.129 -0.213 -0.019 -0.044
C -4.734943 0.877927 0.800736 -0.028 0.006 0.007 -0.215
C -3.768636 -0.091935 0.989320 -0.130 -0.072 -0.066 -0.182
H -2.928183 0.106332 1.636688 0.112 0.051 0.078 0.225
H -4.661817 1.831989 1.298793 -0.018 0.086 0.034 0.225
Cl -7.022767 1.819411 -0.277313 -0.157 0.164 -0.029 0.000
H -6.748962 -0.794347 -1.344814 -0.080 0.013 -0.044 0.226
H -5.014599 -2.509351 -1.010421 0.004 -0.103 -0.048 0.211
H -3.028968 -3.294523 0.077782 0.028 -0.012 0.067 0.239
H -2.608588 -2.523098 1.610252 0.017 -0.099 -0.039 0.254
C 3.093096 -0.615733 -0.506578 -0.245 0.104 -0.413 -0.208
H 2.975325 -1.561078 -1.034179 0.047 -0.014 0.002 0.208
H 4.143842 -0.527482 -0.206758 -0.007 -0.072 -0.077 0.197
H 1.920052 0.506357 2.402879 0.145 0.021 -0.049 0.247
H 3.586060 0.619399 1.780069 0.017 0.033 0.013 0.188
H 1.079843 1.777745 0.473734 0.004 -0.051 0.009 0.211
H 2.620867 2.721093 -1.208549 0.058 0.079 -0.044 0.213
H 3.999522 1.981774 -0.390699 0.125 0.037 0.004 0.192
H 1.659150 0.491628 -1.656972 -0.016 -0.046 0.040 0.209
H 3.372557 -0.348580 -3.249420 0.025 -0.096 -0.126 0.207